Here is a molecular structure, C4H4CaO5 from the Open Molecules 2025 dataset. Energies are from ωB97M-V/def2-TZVPD.

Geometry as XYZ:
```
14
Properties=species:S:1:pos:R:3
O -2.5230 0.9430 -3.3713
C -2.7358 1.7747 -4.1114
Ca -2.0956 -0.6308 -1.7627
O -1.8431 0.1312 0.1320
O -0.1966 -1.0499 1.3445
C 1.1782 -0.8789 1.5537
C 1.4780 0.5350 1.0082
O 0.2590 0.9616 0.4325
C -0.5408 -0.1749 0.1387
H 1.4024 -0.9680 2.6269
H 1.7567 -1.6297 0.9861
H 2.2734 0.5071 0.2474
H 1.7513 1.2426 1.8025
O -0.1642 -0.7630 -1.0271
```

## Properties
- charge = 0
- frontier orbital gap (eV) = 6.7702
- ΔE to the lowest compared entry with this formula, charge and spin (eV) = 0.0000
- maximum force (eV/Å) = 1.62
- 2S+1 = 1
- calculated total energy (hartree) = -1208.632797